[1]
Below is C16H18Br2Cl2IrN2O2Se2 as an isolated structure in a non-equilibrium geometry, with properties calculated with ωB97M-V/def2-TZVPD.

```
45
Properties=species:S:1:pos:R:3:mulliken_charge:R:1
Ir 0.34169 -0.43485 -0.71068 0.865
O -1.99311 1.81244 -0.92591 -0.226
C -3.35736 1.61956 -0.60681 -1.212
C -3.56367 0.16682 -0.16349 1.929
C -5.06804 -0.02719 0.20586 -1.401
O -5.34072 -1.32309 0.66179 -0.526
C -2.78842 -0.14166 1.11903 -1.242
Se -0.91145 0.39955 1.24316 -0.209
C -3.23959 -0.79984 -1.30556 -1.361
Se -1.57870 -0.53586 -2.31966 -0.098
H -1.85229 2.71195 -1.23705 0.196
H -3.98182 1.82185 -1.48684 0.419
H -3.64966 2.29620 0.20587 0.402
H -5.69824 0.24189 -0.65047 0.492
H -5.31380 0.64445 1.03696 0.469
H -5.59842 -1.89856 -0.06553 0.346
H -2.83403 -1.21294 1.32468 0.398
H -3.26313 0.38099 1.95232 0.494
H -4.01984 -0.72900 -2.06678 0.501
H -3.21285 -1.82310 -0.92620 0.465
Br 4.54050 -3.16095 3.98821 -0.111
C 3.49663 -2.44792 2.57873 -0.151
C 2.64885 -3.27621 1.84320 -0.731
C 1.91733 -2.70012 0.82688 -0.274
N 1.98456 -1.40990 0.51209 0.177
C 2.80227 -0.59952 1.21665 0.694
C 3.57111 -1.10074 2.26875 -0.658
C 2.79615 0.80891 0.82192 0.669
C 3.55955 1.78615 1.46464 -0.662
C 3.46943 3.10136 1.03895 -0.199
Br 4.49994 4.44590 1.88368 -0.112
C 2.61789 3.42390 -0.01586 -0.745
C 1.89707 2.40081 -0.59266 -0.289
N 1.97480 1.13450 -0.19709 -0.110
H 2.57910 -4.33041 2.04942 0.448
H 1.25755 -3.30933 0.22353 0.430
H 4.22416 -0.46397 2.84018 0.475
H 4.21325 1.54000 2.28263 0.468
H 2.53507 4.43708 -0.37451 0.446
H 1.23142 2.60083 -1.42125 0.393
Cl 1.55175 -2.37813 -2.53768 -0.070
C 1.87581 -1.25183 -3.85622 -0.446
Cl 1.54226 0.39141 -3.30467 -0.064
H 1.21230 -1.48476 -4.68730 0.340
H 2.92471 -1.32664 -4.13693 0.381
```

Values from the calculation:
Total charge: +1
Highest occupied orbital energy (alpha / beta) (eV): -10.05 / -9.92
Kohn-Sham gap (alpha / beta) (hartree): 0.211 / 0.220


[2]
Below is one molecule with the formula C16H18ClN3O3S, with properties calculated with ωB97M-V/def2-TZVPD.

```
42
Properties=species:S:1:pos:R:3:mulliken_charge:R:1
C 1.66217 -1.77070 -1.25626 -0.905
S 0.13380 -0.81313 -1.29283 1.309
O -0.43493 -0.93228 -2.60474 -0.737
O 0.37121 0.52368 -0.80405 -0.646
N -0.84656 -1.64982 -0.21351 0.123
C -0.77167 -1.19723 1.16128 -0.503
C 0.68553 -1.23501 1.62400 0.049
O 1.25016 -2.27433 1.89590 -0.635
N 1.25441 -0.01986 1.73290 -0.047
C 2.68174 0.14264 1.95364 -1.245
C 3.25975 0.99319 0.85368 0.799
C 3.25645 2.38071 0.94927 -0.558
C 3.74119 3.12369 -0.11347 -0.351
C 4.21215 2.45781 -1.23385 -0.572
C 4.17109 1.07349 -1.23395 -0.162
N 3.71050 0.36009 -0.22078 -0.489
C -2.16974 -2.02775 -0.67862 -1.594
C -3.20355 -0.95745 -0.43983 0.565
C -3.08699 0.26874 -1.08615 0.135
C -3.99930 1.28005 -0.84891 -0.996
C -5.04038 1.06185 0.04064 0.418
Cl -6.18606 2.32095 0.34110 -0.221
C -5.17476 -0.15288 0.69197 -0.731
C -4.25035 -1.15442 0.45082 -0.313
H 2.47516 -1.13870 -0.90401 0.187
H 1.51365 -2.60834 -0.58815 0.376
H 1.84060 -2.11273 -2.26717 0.428
H -1.19214 -0.18959 1.27968 0.315
H -1.34206 -1.90147 1.77287 0.548
H 0.79231 0.75121 1.26902 0.339
H 2.84576 0.61669 2.92749 0.404
H 3.12833 -0.85472 1.95181 0.442
H 2.88054 2.86384 1.83835 0.385
H 3.74946 4.20306 -0.06964 0.409
H 4.59656 2.99734 -2.08477 0.396
H 4.52322 0.50089 -2.08208 0.412
H -2.06147 -2.21435 -1.74829 0.540
H -2.45315 -2.95752 -0.17544 0.452
H -2.27250 0.42485 -1.77692 0.465
H -3.90752 2.23021 -1.35092 0.434
H -5.99004 -0.31058 1.38049 0.414
H -4.35254 -2.10214 0.95944 0.362
```

Values from the calculation:
SMILES: CS(=O)(=O)N(CC(=O)NCc1ccccn1)Cc1ccc(Cl)cc1
Highest occupied orbital energy (eV): -9.12
Kohn-Sham gap (hartree): 0.361


[3]
Below is one molecule with the formula C16H18F3NO4, with properties calculated with ωB97M-V/def2-TZVPD.

```
42
Properties=species:S:1:pos:R:3:mulliken_charge:R:1
O -0.45627 -2.36002 3.25163 -0.668
C 0.23490 -1.80906 2.42215 0.638
C 1.56690 -1.16289 2.83059 -0.466
O 2.31437 -0.62893 1.74489 -0.398
C 2.20551 0.68041 1.49384 0.882
O 1.52175 1.43946 2.12452 -0.613
C 3.02102 1.05579 0.26859 -1.294
C 2.05621 1.13558 -0.88516 0.634
C 1.51447 2.35275 -1.27725 -0.517
C 0.59035 2.41391 -2.30561 -0.897
C 0.17797 1.25885 -2.94529 -0.690
C 0.70739 0.04134 -2.54464 0.436
C 0.28097 -1.22050 -3.23615 0.878
F 1.07322 -1.50769 -4.29211 -0.294
F 0.33817 -2.29826 -2.43543 -0.244
F -0.96745 -1.16697 -3.71448 -0.278
C 1.64921 -0.02543 -1.52894 -0.361
N -0.05492 -1.72695 1.11651 -0.010
C -1.30214 -2.16772 0.54296 -1.155
C -2.19739 -0.96153 0.20664 0.038
C -2.81469 -0.30994 1.45076 -0.543
C -2.81310 1.17162 1.08788 -0.757
C -1.53288 1.27098 0.26403 -0.012
O -1.42541 0.04701 -0.44772 -0.204
H 2.18984 -1.92418 3.30511 0.333
H 1.34744 -0.37176 3.55669 0.316
H 3.48829 2.02429 0.44239 0.492
H 3.77725 0.29126 0.09595 0.344
H 1.81637 3.25675 -0.77034 0.401
H 0.18353 3.36720 -2.60632 0.408
H -0.55410 1.29475 -3.73642 0.486
H 2.06709 -0.98080 -1.24358 0.450
H 0.52797 -1.18018 0.50062 0.015
H -1.80168 -2.80962 1.27035 0.515
H -1.08484 -2.73417 -0.36503 0.322
H -2.97775 -1.28977 -0.49408 0.367
H -3.80788 -0.69950 1.65951 0.433
H -2.17834 -0.48947 2.31763 0.123
H -2.79625 1.82593 1.95536 0.378
H -3.67829 1.41369 0.46943 0.306
H -1.54572 2.08036 -0.46869 0.258
H -0.66109 1.40341 0.91922 -0.053
```

Values from the calculation:
SMILES: O=C(COC(=O)Cc1cccc(C(F)(F)F)c1)NC[C@H]1CCCO1
Highest occupied orbital energy (eV): -9.56
Kohn-Sham gap (hartree): 0.373


[4]
Below is one molecule with the formula C16H18N2O2S2 in a non-equilibrium geometry, with properties calculated with ωB97M-V/def2-TZVPD.

```
40
Properties=species:S:1:pos:R:3:mulliken_charge:R:1
C -0.40991 2.27052 2.87157 -0.822
C -0.63037 3.43464 1.89159 -0.878
N 0.25047 3.45533 0.65996 0.179
C 1.22574 4.56234 0.58064 -0.771
C 2.50739 4.13248 1.22994 -0.917
C 0.12339 2.43161 -0.34027 0.298
S 1.39270 2.24687 -1.40962 -0.415
N -0.89432 1.49274 -0.22547 -0.201
C -0.79136 0.10080 -0.49615 0.354
S 0.26657 -0.68634 -1.62963 -0.288
C -0.38131 -2.24233 -1.20001 0.628
C 0.18958 -3.43902 -1.85327 1.163
C -0.49628 -4.63704 -1.70337 -0.351
C -0.00496 -5.80058 -2.29161 -0.747
C 1.21266 -5.77584 -2.89126 -0.336
C 1.92988 -4.56281 -3.07457 -0.757
C 1.36712 -3.39108 -2.62115 -0.438
C -1.34699 -2.13505 -0.21028 -1.178
C -1.60172 -0.77618 0.22471 -0.025
C -2.60697 -0.51632 1.26820 0.480
O -3.14686 -1.46284 1.80922 -0.626
O -2.87816 0.75249 1.62956 -0.480
H -0.53094 1.32687 2.37619 0.181
H 0.55706 2.29088 3.35315 0.337
H -1.14689 2.35910 3.65934 0.327
H -1.65231 3.45864 1.50089 0.386
H -0.43380 4.35755 2.44181 0.395
H 1.46586 4.87803 -0.44451 0.394
H 0.88020 5.42882 1.14543 0.364
H 2.39480 3.90090 2.29838 0.242
H 2.86553 3.23377 0.68242 0.233
H 3.25781 4.88327 1.14871 0.426
H -1.61861 1.74105 0.48361 0.415
H -1.45652 -4.61828 -1.20385 0.273
H -0.54752 -6.72787 -2.22375 0.377
H 1.54289 -6.69732 -3.33632 0.352
H 2.79560 -4.53866 -3.71122 0.363
H 1.85789 -2.45999 -2.88271 0.267
H -1.91755 -2.95761 0.18662 0.440
H -3.58977 0.68643 2.30709 0.357
```

Values from the calculation:
SMILES: CCN(CC)C(=S)Nc1sc(-c2ccccc2)cc1C(=O)O
Highest occupied orbital energy (eV): -7.85
Kohn-Sham gap (hartree): 0.299


[5]
Below is one molecule with the formula C16H18N2O3S in a non-equilibrium geometry, with properties calculated with ωB97M-V/def2-TZVPD.

```
40
Properties=species:S:1:pos:R:3:mulliken_charge:R:1
C 0.10715 3.64436 -5.46585 -1.187
C 0.83389 2.98397 -4.35295 0.842
C 0.57866 1.79739 -3.74734 -0.887
N 1.41894 1.43071 -2.74715 -0.300
C 2.33220 2.30603 -2.54518 0.443
N 3.34438 2.25710 -1.63100 -0.098
C 3.65075 1.26221 -0.71108 -0.108
O 4.76484 1.23679 -0.23785 -0.624
C 2.57184 0.32346 -0.34668 0.635
C 2.86306 -1.03560 -0.24264 -0.637
C 1.88747 -1.93027 0.13104 -0.695
C 0.59791 -1.48854 0.44193 0.781
O -0.28611 -2.46308 0.77016 -0.416
C -1.58546 -2.12274 1.18956 -1.077
C -1.63272 -1.57767 2.63132 0.524
C -3.00155 -0.93958 2.95116 -0.812
C -3.39620 -1.58915 4.27816 -0.523
C -2.66005 -2.92485 4.18670 -0.472
O -1.42731 -2.61660 3.57378 -0.475
C 0.31814 -0.12447 0.37711 -0.026
C 1.29631 0.76634 -0.02035 -0.893
S 2.23715 3.71438 -3.61662 -0.242
H -0.72778 3.02173 -5.77800 0.336
H 0.76901 3.80124 -6.31720 0.302
H -0.27332 4.61691 -5.15437 0.303
H -0.22669 1.13311 -4.00235 0.377
H 4.09048 2.93157 -1.76261 0.245
H 3.86100 -1.37756 -0.47034 0.423
H 2.09282 -2.98663 0.19807 0.447
H -2.14405 -3.06177 1.14881 0.298
H -2.04464 -1.40426 0.49847 0.450
H -0.80471 -0.87153 2.76701 0.401
H -2.93723 0.14402 3.01845 0.322
H -3.72282 -1.19855 2.17443 0.379
H -4.47088 -1.70759 4.39115 0.338
H -3.00829 -1.01083 5.11663 0.261
H -2.44244 -3.37902 5.15352 0.329
H -3.23114 -3.63897 3.57434 0.259
H -0.65837 0.25752 0.63080 0.399
H 1.06575 1.82042 -0.05304 0.376
```

Values from the calculation:
SMILES: Cc1cnc(NC(=O)c2ccc(OC[C@H]3CCCO3)cc2)s1
Highest occupied orbital energy (eV): -8.31
Kohn-Sham gap (hartree): 0.327


So what do the calculations give for relative energy (zero: lowest compared OMol25 entry of this formula, charge and spin)? Going down the list: 185.5; 27.4; 0.0; 8.1; 172.3 kJ/mol.